Record 1
Formula: C2H23NO8
Source: the OMol25 dataset
Level of theory: the ωB97M-V functional and the def2-TZVPD basis

The geometry in XYZ format:
```
34
Properties=species:S:1:pos:R:3
C 0.90 2.74 0.58
C -0.57 2.63 0.25
N -1.09 1.21 0.24
H 1.12 3.74 0.97
H 1.30 1.96 1.21
H 1.55 2.61 -0.30
H -1.16 3.04 1.07
H -0.86 3.02 -0.73
H -0.93 0.93 1.19
H -0.41 0.63 -0.25
O -1.26 -2.60 -0.71
H -1.55 -3.48 -0.94
H -0.29 -2.64 -0.91
O 2.81 -0.22 -2.16
H 2.29 0.51 -2.48
H 3.07 -0.05 -1.26
O 2.86 0.14 0.60
H 3.41 0.36 1.36
H 1.99 0.19 1.04
O 1.37 -2.38 -1.16
H 1.92 -1.90 -0.54
H 2.01 -2.98 -1.55
O 0.58 -0.41 2.26
H -0.33 -0.77 2.44
H 1.07 -0.58 3.07
O -1.94 -1.24 2.18
H -1.75 -2.01 1.64
H -2.57 -0.69 1.70
O -1.31 0.18 -2.36
H -0.88 -0.65 -2.14
H -2.25 0.05 -2.47
O -3.44 -0.45 -0.62
H -2.84 -1.19 -0.76
H -2.82 0.29 -0.50
```

Properties
SMILES	CCN.O.O.O.O.O.O.O.O
charge	0
gap between HOMO and LUMO	9.67	eV
ΔE to the lowest compared entry with this formula, charge and spin	24.6	kJ/mol
lowest unoccupied orbital energy	0.15	eV

Record 2
Formula: C4H13FeO9P
Source: the OMol25 dataset
Level of theory: the ωB97M-V functional and the def2-TZVPD basis

The geometry in XYZ format:
```
28
Properties=species:S:1:pos:R:3
Fe 0.09 0.22 -1.11
O -1.03 1.66 -1.85
H -1.57 1.58 -2.65
P -0.03 -1.87 -2.75
O -0.86 -1.53 -1.41
O 1.00 -0.65 -2.68
O -0.85 -1.80 -4.03
O 0.70 -3.21 -2.62
C -1.37 -0.32 1.61
C -2.88 -0.33 1.73
O -3.44 0.76 2.49
O -0.87 0.70 0.78
H -1.10 -1.26 1.13
H -0.91 -0.26 2.61
H -3.15 -1.25 2.25
H -3.31 -0.34 0.73
H -2.90 1.54 2.36
H -1.21 1.58 0.97
C 2.82 -0.20 0.39
C 2.45 1.26 0.44
O 1.74 1.65 -0.72
O 1.64 -0.94 0.10
H 3.21 -0.53 1.36
H 3.51 -0.38 -0.44
H 3.35 1.89 0.59
H 1.86 1.46 1.35
H 1.26 2.45 -0.52
H 1.83 -1.86 -0.09
```

Properties
multiplicity	5
charge	-2
gap between HOMO and LUMO (alpha / beta)	3.45 / 3.38	eV
ΔE to the lowest compared entry with this formula, charge and spin	65.8	kJ/mol
lowest unoccupied orbital energy (alpha / beta)	4.52 / 4.49	eV

Record 3
Formula: C20H21F2N3S
Source: the OMol25 dataset
Level of theory: the ωB97M-V functional and the def2-TZVPD basis

The geometry in XYZ format:
```
47
Properties=species:S:1:pos:R:3
C 3.84 5.53 0.20
S 4.67 3.99 -0.27
C 3.22 3.10 -0.92
C 3.50 1.61 -1.02
N 2.25 0.92 -1.23
C 2.23 -0.51 -0.98
C 0.85 -0.88 -0.53
C 0.03 -1.90 -0.95
N -1.15 -1.77 -0.27
C -2.30 -2.55 -0.32
C -3.35 -2.22 0.53
C -4.53 -2.94 0.55
C -4.66 -4.02 -0.31
F -5.79 -4.74 -0.31
C -3.64 -4.39 -1.17
C -2.47 -3.65 -1.16
F -1.50 -4.03 -2.02
N -1.11 -0.71 0.55
C 0.07 -0.16 0.42
C 0.51 1.04 1.15
C 1.62 0.95 1.98
C 2.08 2.07 2.65
C 1.43 3.28 2.50
C 0.32 3.37 1.68
C -0.16 2.26 1.00
C -1.35 2.37 0.09
H 3.07 5.32 0.93
H 4.60 6.18 0.62
H 3.41 5.99 -0.69
H 2.39 3.26 -0.23
H 2.97 3.52 -1.89
H 4.26 1.42 -1.80
H 3.91 1.27 -0.06
H 1.86 1.13 -2.14
H 2.52 -1.12 -1.85
H 2.94 -0.72 -0.17
H 0.22 -2.68 -1.65
H -3.22 -1.37 1.19
H -5.34 -2.68 1.20
H -3.74 -5.23 -1.83
H 2.12 0.00 2.10
H 2.95 1.99 3.29
H 1.79 4.15 3.03
H -0.18 4.32 1.56
H -2.13 1.69 0.43
H -1.07 2.08 -0.92
H -1.74 3.38 0.08
```

Properties
SMILES	CSCCNCc1cn(-c2ccc(F)cc2F)nc1-c1ccccc1C
charge	0
gap between HOMO and LUMO	9.06	eV
ΔE to the lowest compared entry with this formula, charge and spin	4.0	kJ/mol
lowest unoccupied orbital energy	0.74	eV

Record 4
Formula: C2H15NO8
Source: the OMol25 dataset
Level of theory: the ωB97M-V functional and the def2-TZVPD basis

The geometry in XYZ format:
```
26
Properties=species:S:1:pos:R:3
O -1.59 -3.00 0.36
C -0.39 -2.97 0.29
N 0.39 -2.49 -0.74
C -0.03 -1.69 -1.79
O -1.18 -1.42 -1.98
H 0.20 -3.42 1.10
H 1.36 -2.56 -0.50
H 0.81 -1.37 -2.39
O 2.02 1.20 -1.52
H 1.34 1.73 -1.99
H 1.59 0.68 -0.86
O 2.27 -1.65 1.18
H 2.43 -2.11 2.01
H 2.06 -0.70 1.43
O 2.36 1.02 1.27
H 3.19 1.10 0.78
H 1.65 1.56 0.91
O -2.27 2.44 -0.97
H -2.27 1.50 -0.69
H -2.18 2.32 -1.94
O -0.15 2.77 1.30
H -0.57 3.33 0.65
H -0.38 3.15 2.13
O -3.39 0.51 0.70
H -4.34 0.41 0.52
H -2.92 -0.35 0.77
```

Properties
SMILES	O=CNC=O.O.O.O.O.O.O
charge	0
gap between HOMO and LUMO	10.22	eV
ΔE to the lowest compared entry with this formula, charge and spin	116.2	kJ/mol
lowest unoccupied orbital energy	0.36	eV

Record 5
Formula: C11H19N4O2
Source: the OMol25 dataset
Level of theory: the ωB97M-V functional and the def2-TZVPD basis

The geometry in XYZ format:
```
36
Properties=species:S:1:pos:R:3
C 1.22 -3.98 0.23
C 2.42 -3.38 0.33
C 2.49 -2.12 1.11
O 1.76 -1.84 2.02
O 3.45 -1.28 0.64
C 2.93 -0.05 0.14
C 1.87 -0.22 -0.93
C 1.45 1.12 -1.53
C 1.00 2.19 -0.53
C 0.26 1.70 0.73
C -1.14 2.34 0.94
C -2.22 1.42 0.50
N -2.09 0.39 -0.29
N -3.32 -0.13 -0.44
N -3.52 -1.25 -1.26
C -4.21 0.56 0.24
N -3.55 1.54 0.85
H 0.52 -4.02 1.05
H 0.95 -4.43 -0.72
H 3.32 -3.78 -0.12
H 3.78 0.47 -0.32
H 2.61 0.57 0.97
H 0.98 -0.71 -0.52
H 2.24 -0.91 -1.69
H 2.32 1.51 -2.07
H 0.71 0.92 -2.31
H 1.86 2.78 -0.23
H 0.36 2.89 -1.08
H 0.85 2.00 1.60
H 0.12 0.62 0.75
H -1.21 3.21 0.28
H -1.30 2.67 1.96
H -3.18 -2.05 -0.73
H -4.53 -1.36 -1.34
H -5.27 0.36 0.28
H -3.94 2.24 1.47
```

Properties
SMILES	C=CC(=O)OCCCCCCc1nn(N)c[nH+]1
charge	+1
gap between HOMO and LUMO	8.26	eV
ΔE to the lowest compared entry with this formula, charge and spin	67.0	kJ/mol
lowest unoccupied orbital energy	-3.43	eV

Record 6
Formula: C7H13BNO7
Source: the OMol25 dataset
Level of theory: the ωB97M-V functional and the def2-TZVPD basis

The geometry in XYZ format:
```
29
Properties=species:S:1:pos:R:3
C 1.95 -2.02 -0.37
C 2.30 -0.74 0.62
O 1.68 -0.75 1.83
O 3.16 0.40 0.27
C 2.48 1.21 -0.79
O 2.50 0.68 -2.04
C 1.79 2.68 -0.54
B 0.17 2.65 -0.26
C -0.76 1.33 0.03
C -1.98 1.25 -1.11
C -3.12 0.22 -0.49
O -2.80 -1.19 -0.73
H 2.72 -2.18 -1.24
H 1.81 -2.99 0.27
H 0.91 -1.78 -0.92
H 1.97 3.30 -1.54
H 2.32 3.22 0.36
H -0.38 3.72 -0.22
H -1.26 1.50 1.10
H -0.21 0.30 -0.04
H -2.41 2.30 -1.40
H -1.49 0.74 -2.05
H -3.26 0.44 0.66
H -4.13 0.46 -1.03
H -3.44 -1.78 -0.20
N -0.13 -3.24 2.45
O -0.16 -2.90 3.65
O 0.74 -4.02 2.05
O -0.98 -2.79 1.66
```

Properties
charge	-1
gap between HOMO and LUMO	6.41	eV
lowest unoccupied orbital energy	2.34	eV

Record 7
Formula: C2H8N
Source: the OMol25 dataset
Level of theory: the ωB97M-V functional and the def2-TZVPD basis

The geometry in XYZ format:
```
11
Properties=species:S:1:pos:R:3
C -1.90 0.30 1.16
N 0.73 -0.68 -0.44
C 1.78 0.04 -1.08
H -0.94 0.00 0.67
H -2.78 -0.07 0.56
H -1.87 -0.16 2.12
H 0.80 -1.65 -0.53
H -1.95 1.40 1.26
H 2.71 -0.48 -1.06
H 1.49 0.31 -2.11
H 1.93 0.98 -0.56
```

Properties
charge	+1
gap between HOMO and LUMO	5.53	eV
ΔE to the lowest compared entry with this formula, charge and spin	606.6	kJ/mol
lowest unoccupied orbital energy	-10.77	eV

Record 8
Formula: C20H13N5OS
Source: the OMol25 dataset
Level of theory: the ωB97M-V functional and the def2-TZVPD basis

The geometry in XYZ format:
```
40
Properties=species:S:1:pos:R:3
C -4.61 -3.95 0.35
C -4.02 -2.68 0.34
C -2.65 -2.60 0.50
C -1.90 -3.75 0.70
C -0.43 -3.63 0.89
C 0.41 -4.74 0.78
C 1.76 -4.55 1.00
N 2.27 -3.37 1.32
C 1.42 -2.32 1.35
N 2.11 -1.21 1.73
C 1.69 0.06 1.34
C 0.47 0.55 1.82
C -0.03 1.81 1.47
C 0.70 2.54 0.56
N 0.33 3.73 -0.08
C 1.33 3.91 -0.91
C 1.35 4.94 -1.96
C 0.56 6.08 -2.04
C 0.88 6.93 -3.19
C 1.90 6.41 -3.92
S 2.48 4.89 -3.32
O 2.35 3.00 -0.83
C 1.93 2.09 0.09
C 2.41 0.85 0.45
N 0.11 -2.42 1.17
N -2.48 -4.99 0.68
C -3.81 -5.08 0.55
H -5.63 -4.10 0.09
H -4.64 -1.82 0.16
H -2.19 -1.61 0.47
H 0.01 -5.72 0.55
H 2.35 -5.46 0.88
H 3.07 -1.40 1.67
H -0.07 -0.08 2.53
H -1.04 2.12 1.78
H -0.22 6.33 -1.34
H 0.42 7.89 -3.37
H 2.30 6.89 -4.78
H 3.38 0.53 0.03
H -4.28 -6.07 0.54
```

Properties
SMILES	c1ccc(-c2ccnc(Nc3ccc4nc(-c5cccs5)oc4c3)n2)nc1
charge	0
gap between HOMO and LUMO	7.92	eV
ΔE to the lowest compared entry with this formula, charge and spin	0.0	kJ/mol
lowest unoccupied orbital energy	-0.10	eV

Result set for M: 189.205 291.958 373.472 181.141 239.299 233.993 46.093 371.425 u, one per record in the order listed.